{"formula": "C19H14MnO2PS4", "method": "ωB97M-V with the def2-TZVPD basis set", "species": ["Mn", "O", "C", "O", "C", "C", "C", "C", "C", "C", "P", "C", "C", "C", "C", "C", "C", "C", "C", "C", "C", "C", "C", "H", "H", "H", "H", "H", "H", "H", "H", "H", "H", "H", "H", "H", "H", "S", "S", "S", "S"], "positions_angstrom": [[-2.20193, 0.39694, 1.59497], [-3.50855, -2.25993, -1.02427], [-2.67698, -1.87075, -0.26044], [-2.93035, -0.88209, 0.61892], [-1.29409, -2.45113, -0.18124], [-1.15557, -3.79994, -0.47167], [0.09333, -4.40322, -0.40950], [1.21151, -3.65350, -0.08294], [1.08950, -2.29462, 0.17478], [-0.16051, -1.68771, 0.12839], [-0.31848, 0.09197, 0.37271], [-0.69243, 0.84667, -1.22365], [-0.80151, 2.23903, -1.27730], [-1.10645, 2.86168, -2.47379], [-1.31014, 2.10028, -3.61873], [-1.20162, 0.71919, -3.56851], [-0.89205, 0.08643, -2.37299], [1.25852, 0.75985, 0.91643], [2.20850, 1.09644, -0.05101], [3.45439, 1.55688, 0.34037], [3.75461, 1.68765, 1.69026], [2.81076, 1.35871, 2.65258], [1.56243, 0.89532, 2.26837], [-2.03817, -4.36601, -0.73697], [0.18977, -5.46017, -0.61730], [2.18553, -4.12091, -0.03284], [1.97159, -1.71270, 0.40793], [-0.63039, 2.83750, -0.38913], [-1.18486, 3.93954, -2.51513], [-1.55300, 2.58835, -4.55302], [-1.35715, 0.12735, -4.46003], [-0.80090, -0.99133, -2.34960], [1.97298, 1.00474, -1.10389], [4.18996, 1.81741, -0.40837], [4.72793, 2.05082, 1.99199], [3.04632, 1.46538, 3.70274], [0.83066, 0.63950, 3.02356], [-1.73884, -0.11983, 3.59136], [-2.01770, 1.37859, 4.91288], [-2.41864, 3.03232, 3.86260], [-2.56799, 2.49527, 1.93150]], "forces_ev_per_angstrom": [[0.20, 0.53, 0.64], [0.01, -0.10, -0.05], [-0.03, 0.20, 0.17], [-0.08, -0.18, -0.18], [0.00, -0.05, -0.02], [0.02, 0.00, 0.01], [-0.03, 0.01, -0.01], [0.01, -0.01, 0.02], [0.02, -0.02, -0.03], [0.02, 0.00, 0.00], [-0.19, 0.08, 0.06], [0.05, -0.03, -0.05], [0.00, -0.03, 0.00], [0.00, 0.00, 0.00], [-0.01, -0.01, -0.02], [-0.01, 0.03, -0.01], [0.02, 0.02, 0.02], [0.01, 0.00, -0.06], [-0.02, 0.01, 0.04], [0.01, 0.01, 0.03], [0.01, 0.00, -0.02], [0.02, 0.01, 0.01], [0.00, -0.01, 0.01], [0.00, 0.00, 0.00], [0.00, 0.00, 0.00], [0.00, 0.00, 0.00], [-0.01, 0.01, 0.00], [0.00, -0.01, 0.01], [0.00, 0.00, -0.01], [0.00, 0.00, 0.00], [0.00, 0.00, -0.01], [0.00, 0.00, 0.01], [0.00, -0.01, 0.00], [0.00, 0.00, 0.00], [0.00, 0.00, 0.00], [0.00, 0.00, 0.00], [0.01, -0.01, -0.01], [-0.30, 0.26, -0.22], [0.18, -0.17, -0.24], [-0.12, -0.13, -0.23], [0.19, -0.40, 0.16]], "mulliken_spin": [0.89, 0.00, 0.00, 0.02, 0.00, 0.00, 0.00, 0.00, 0.00, -0.01, -0.02, -0.01, 0.00, 0.00, 0.00, 0.00, 0.00, -0.01, 0.00, 0.00, 0.00, 0.00, 0.00, 0.00, 0.00, 0.00, 0.00, 0.00, 0.00, 0.00, 0.00, 0.00, 0.00, 0.00, 0.00, 0.00, -0.01, 0.02, 0.08, 0.06, -0.01], "homo_ev": [-12.231, -12.271], "spin_multiplicity": 2, "total_charge": 1, "s_squared": 0.81, "largest_force_ev_per_a": 0.86, "relative_energy_ev": 0.000}

=====

{"formula": "C14H42O7", "method": "ωB97M-V with the def2-TZVPD basis set", "species": ["C", "C", "O", "H", "H", "H", "H", "H", "H", "C", "C", "O", "H", "H", "H", "H", "H", "H", "C", "C", "O", "H", "H", "H", "H", "H", "H", "C", "C", "O", "H", "H", "H", "H", "H", "H", "C", "C", "O", "H", "H", "H", "H", "H", "H", "C", "C", "O", "H", "H", "H", "H", "H", "H", "C", "C", "O", "H", "H", "H", "H", "H", "H"], "positions_angstrom": [[-3.27066, 2.17432, 1.27785], [-2.56003, 3.39084, 0.63395], [-1.76615, 2.99466, -0.46136], [-2.49801, 1.44556, 1.52282], [-3.99250, 1.75438, 0.57736], [-3.60993, 2.54611, 2.24469], [-2.07426, 4.06602, 1.33840], [-3.42076, 4.02363, 0.41759], [-1.95373, 3.73670, -1.04085], [1.69302, 1.45554, -0.07858], [0.51350, 0.76980, 0.52806], [-0.51230, 0.62745, -0.44408], [1.43636, 2.49377, -0.28905], [2.01620, 0.94430, -0.98538], [2.56734, 1.35657, 0.56476], [0.12602, 1.13305, 1.47990], [0.84987, -0.25291, 0.69845], [-0.98895, 1.45891, -0.38861], [1.45723, 0.44990, -3.86670], [0.96264, -0.53122, -4.85410], [1.35667, -1.80279, -4.36601], [2.53933, 0.34932, -3.78284], [0.95102, 0.31154, -2.91134], [1.09939, 1.45485, -4.09058], [1.49751, -0.34281, -5.78498], [-0.09146, -0.33719, -5.05248], [0.89962, -1.96367, -3.53726], [5.66599, -1.77752, 2.30867], [4.27270, -1.29971, 2.16213], [3.85930, -0.38766, 3.15551], [5.86526, -2.03603, 3.34866], [6.47467, -1.13292, 1.96425], [5.74442, -2.69990, 1.73318], [3.50377, -2.06751, 2.07645], [4.21409, -0.85855, 1.16712], [3.01047, -0.64523, 3.52259], [-5.07039, 1.70330, -2.20117], [-4.66989, 0.20781, -2.63090], [-3.37250, -0.05333, -2.20596], [-5.87566, 2.14842, -2.78557], [-4.30800, 2.48026, -2.25737], [-5.56081, 1.71496, -1.22780], [-4.69823, -0.10566, -3.67447], [-5.35416, -0.46173, -2.10976], [-3.23972, 0.71507, -1.64601], [0.20206, -4.13389, -1.46344], [0.78575, -2.72902, -1.30094], [0.00291, -1.86155, -1.99177], [0.97948, -4.78901, -1.07035], [0.05926, -4.27961, -2.53418], [-0.77697, -4.16459, -0.98525], [1.80706, -2.79756, -1.67555], [0.82999, -2.38189, -0.26864], [0.07594, -0.99987, -1.57489], [0.21485, 0.00618, 5.67931], [0.12315, 0.16662, 4.13771], [1.01737, -0.72266, 3.50187], [1.28489, 0.03843, 5.88444], [-0.21862, -0.90336, 6.09515], [-0.19303, 0.81717, 6.28268], [0.40894, 1.15830, 3.78700], [-0.93915, 0.03419, 3.93255], [0.64780, -1.60857, 3.51511]], "forces_ev_per_angstrom": [[2.13, 0.82, 0.14], [-1.76, -0.71, 1.49], [-0.70, 0.35, 0.82], [-0.14, -0.44, -0.09], [-0.18, 0.07, 0.44], [-0.84, -0.26, -0.06], [0.79, -0.59, 0.28], [0.01, 0.28, -1.26], [0.53, 0.60, -1.59], [0.56, 0.57, 0.28], [0.25, -1.88, -0.72], [0.15, -0.43, 0.48], [0.37, 0.08, -0.11], [-0.42, 0.08, -0.22], [0.00, 0.45, 0.38], [0.14, 0.45, -0.10], [-0.09, -0.23, 0.52], [-0.60, 0.59, -0.70], [-0.56, 1.29, 0.81], [0.75, 0.04, 0.02], [-0.10, -0.61, -1.41], [-0.07, 0.36, 0.22], [0.35, -0.36, 0.17], [0.58, 0.35, -0.40], [-0.05, -0.39, -0.25], [-0.35, -0.71, 0.11], [-0.49, 0.26, 0.32], [0.74, -1.26, 0.65], [-1.34, 0.79, -0.90], [0.77, 0.44, 0.24], [0.10, -0.04, 0.09], [-0.37, 0.39, 0.00], [0.19, -0.13, -0.08], [0.35, -0.69, 0.32], [-0.16, 0.62, -0.17], [-0.32, 0.01, -0.22], [-1.04, -0.91, -1.07], [-1.04, 1.15, 0.36], [0.68, 0.33, 0.63], [-0.10, -0.33, -0.61], [0.54, -0.43, 0.14], [0.57, -0.24, 0.39], [-0.39, 0.77, -0.33], [-0.34, -0.10, 0.09], [1.15, -0.21, 0.38], [0.41, 1.09, 0.18], [0.51, -1.66, 0.97], [-0.96, 1.17, -1.20], [-0.54, -0.59, 0.07], [0.10, -0.26, 0.00], [0.17, -0.44, 0.18], [0.41, 0.37, -0.17], [0.16, -0.45, 0.38], [-0.55, 0.68, 0.01], [1.06, 0.68, -0.21], [-0.68, 0.27, 1.67], [-0.17, -0.41, -0.26], [0.10, -0.31, 0.35], [0.06, -0.22, -0.43], [-0.32, 0.26, -0.42], [-0.01, 0.01, 0.33], [0.05, -0.29, -0.92], [-0.07, -0.10, -0.01]], "mulliken_spin": [0.04, 1.90, -3.01, 0.08, 0.20, -0.12, -0.22, -0.53, 1.34, 0.18, -0.05, 0.35, -0.12, 0.03, 0.05, 0.10, -0.01, 0.42, 0.06, 0.02, 0.00, 0.00, -0.02, -0.02, 0.00, -0.01, 0.00, 0.01, 0.00, -0.01, 0.00, 0.00, 0.00, 0.01, 0.00, 0.01, 0.51, -0.04, -0.01, -0.28, 0.07, 0.05, -0.04, -0.01, -0.01, 0.01, -0.02, 0.00, 0.00, 0.00, 0.00, 0.00, 0.02, 0.00, 0.01, 0.14, -0.12, 0.01, -0.01, -0.02, 0.02, 0.01, 0.03], "homo_ev": [0.516, -7.269], "spin_multiplicity": 2, "total_charge": -1, "s_squared": 0.75, "largest_force_ev_per_a": 2.41, "relative_energy_ev": 0.321}

=====

{"formula": "C5H6HgO4", "method": "ωB97M-V with the def2-TZVPD basis set", "species": ["O", "O", "C", "C", "C", "H", "H", "H", "H", "Hg", "O", "O", "C", "C", "H", "H"], "positions_angstrom": [[1.28287, -0.13396, 0.58831], [-0.40429, -0.41933, -0.85392], [-0.05983, -0.37680, -2.16586], [0.44867, -1.43287, -2.79845], [0.24593, 0.45530, 0.03705], [-0.14820, 0.60487, -2.64265], [0.51283, 1.38411, -0.50044], [0.81633, -1.31659, -3.81618], [0.62466, -2.37706, -2.28120], [1.32171, -0.80672, 2.33380], [-0.70487, -0.89783, 2.60307], [0.44941, 0.83153, 3.21796], [-0.54559, 0.37824, 2.53724], [-0.99087, 1.09591, 1.33816], [-0.85675, 2.17768, 1.41774], [-1.99201, 0.83352, 0.98536]], "forces_ev_per_angstrom": [[1.36, 1.84, -5.31], [-1.25, -0.22, 0.98], [1.07, 0.06, -0.44], [0.15, 0.34, 0.18], [-1.34, 0.95, 0.75], [-0.07, -0.23, 0.06], [-0.07, -0.16, 0.37], [-0.39, -0.12, 0.15], [-0.17, 0.30, -0.15], [5.42, -4.97, 3.26], [-3.80, 0.26, 0.30], [-1.79, 2.96, 1.10], [0.02, -0.30, 0.28], [0.42, -0.33, -1.47], [0.10, -0.28, -0.09], [0.33, -0.10, 0.03]], "nbo_charge": [-0.92, -0.55, 0.13, -0.47, 0.48, 0.17, 0.15, 0.21, 0.21, 1.59, -0.80, -0.80, 0.68, -0.55, 0.23, 0.24], "homo_ev": -9.201, "total_charge": 0, "largest_force_ev_per_a": 8.05, "relative_energy_ev": 0.000}

=====

Copy entry 3 word for word.
{"formula": "C5H6HgO4", "method": "ωB97M-V with the def2-TZVPD basis set", "species": ["O", "O", "C", "C", "C", "H", "H", "H", "H", "Hg", "O", "O", "C", "C", "H", "H"], "positions_angstrom": [[1.28287, -0.13396, 0.58831], [-0.40429, -0.41933, -0.85392], [-0.05983, -0.37680, -2.16586], [0.44867, -1.43287, -2.79845], [0.24593, 0.45530, 0.03705], [-0.14820, 0.60487, -2.64265], [0.51283, 1.38411, -0.50044], [0.81633, -1.31659, -3.81618], [0.62466, -2.37706, -2.28120], [1.32171, -0.80672, 2.33380], [-0.70487, -0.89783, 2.60307], [0.44941, 0.83153, 3.21796], [-0.54559, 0.37824, 2.53724], [-0.99087, 1.09591, 1.33816], [-0.85675, 2.17768, 1.41774], [-1.99201, 0.83352, 0.98536]], "forces_ev_per_angstrom": [[1.36, 1.84, -5.31], [-1.25, -0.22, 0.98], [1.07, 0.06, -0.44], [0.15, 0.34, 0.18], [-1.34, 0.95, 0.75], [-0.07, -0.23, 0.06], [-0.07, -0.16, 0.37], [-0.39, -0.12, 0.15], [-0.17, 0.30, -0.15], [5.42, -4.97, 3.26], [-3.80, 0.26, 0.30], [-1.79, 2.96, 1.10], [0.02, -0.30, 0.28], [0.42, -0.33, -1.47], [0.10, -0.28, -0.09], [0.33, -0.10, 0.03]], "nbo_charge": [-0.92, -0.55, 0.13, -0.47, 0.48, 0.17, 0.15, 0.21, 0.21, 1.59, -0.80, -0.80, 0.68, -0.55, 0.23, 0.24], "homo_ev": -9.201, "total_charge": 0, "largest_force_ev_per_a": 8.05, "relative_energy_ev": 0.000}